# 1
Molecular formula: C3H8NO2S
Method: DFT, ωB97M-V with the def2-TZVPD basis set

Geometry as XYZ:
```
15
Properties=species:S:1:pos:R:3:nbo_charge:R:1
O 1.36 1.22 -2.06 -0.67
C 2.19 1.29 -1.11 0.46
N 2.00 0.81 0.11 -0.60
C 0.62 0.59 0.37 -0.02
C 0.22 -0.87 0.66 -0.54
S -1.50 -0.85 1.42 -0.68
H 3.07 1.90 -1.08 0.10
H 0.24 2.06 1.53 0.29
H 0.38 1.21 1.36 0.04
H -0.10 0.94 -0.38 0.23
H 0.40 -1.67 -0.04 0.26
H 0.86 -1.18 1.55 0.21
H -1.84 -0.53 -0.59 0.46
H -2.73 -1.52 -0.24 0.48
O -2.41 -1.13 -1.08 -1.00
```

## Properties
HOMO   -3.41 eV
Total charge   -1
HOMO-LUMO gap   0.1808 Ha
E_LUMO   1.5 eV



# 2
Molecular formula: C5H15N2P
Method: DFT, ωB97M-V with the def2-TZVPD basis set

Geometry as XYZ:
```
23
Properties=species:S:1:pos:R:3:nbo_charge:R:1
C 0.86 -0.16 2.68 -0.61
C 1.77 -1.56 0.94 -0.61
C -1.07 0.13 -3.03 -0.12
C 0.35 -1.04 1.52 -0.25
C -0.45 -0.28 0.56 -0.89
N -2.54 1.47 -1.83 -0.65
N -1.34 0.80 -1.97 -0.25
P 0.26 1.04 -0.35 0.87
H 1.42 -0.81 3.48 0.20
H 0.05 0.47 2.99 0.21
H 1.64 0.59 2.35 0.20
H 2.57 -1.65 1.71 0.20
H 2.19 -0.87 0.13 0.18
H 1.66 -2.54 0.50 0.20
H -0.14 -0.39 -3.10 0.21
H -1.86 -0.01 -3.77 0.16
H -0.14 -1.97 1.79 0.21
H -1.03 -0.96 -0.11 0.21
H -2.87 1.91 -0.95 0.40
H -3.36 1.05 -2.25 0.36
H 1.18 1.12 -1.36 -0.09
H 1.18 1.44 0.68 -0.07
H -0.34 2.21 -0.61 -0.05
```

## Properties
HOMO   -6.60 eV
Total charge   0
HOMO-LUMO gap   0.2682 Ha
E_LUMO   0.7 eV



# 3
Molecular formula: C7H14N2
Method: DFT, ωB97M-V with the def2-TZVPD basis set

Geometry as XYZ:
```
23
Properties=species:S:1:pos:R:3:nbo_charge:R:1
C -0.62 -2.07 0.76 -0.65
C -2.08 1.13 -0.43 -0.62
C 2.51 1.66 0.94 -0.64
C -0.99 -1.09 -0.33 0.20
C -0.92 0.24 -0.09 -0.17
C 1.46 0.85 0.22 0.21
N -1.58 -1.60 -1.45 -0.83
N 1.92 0.17 -0.89 -0.82
C 0.17 0.87 0.64 -0.32
H -1.71 -2.60 -1.56 0.39
H -1.67 -1.00 -2.27 0.40
H 1.26 -0.53 -1.24 0.39
H 2.86 -0.21 -0.78 0.37
H -0.11 1.49 1.48 0.20
H 0.34 -2.56 0.59 0.21
H -0.62 -1.60 1.74 0.23
H -1.40 -2.85 0.81 0.21
H -1.76 2.10 -0.83 0.21
H -2.65 1.31 0.49 0.21
H -2.78 0.68 -1.14 0.21
H 2.10 2.24 1.78 0.22
H 3.30 1.00 1.33 0.20
H 2.97 2.37 0.24 0.22
```

## Properties
HOMO   -6.58 eV
Total charge   0
HOMO-LUMO gap   0.2772 Ha
Structure (SMILES)   C/C(N)=C/C(C)=C(\C)N
E_LUMO   1.0 eV



# 4
Molecular formula: C3H4NaO
Method: DFT, ωB97M-V with the def2-TZVPD basis set

Geometry as XYZ:
```
9
Properties=species:S:1:pos:R:3:nbo_charge:R:1
C 0.76 -1.28 -0.85 -0.35
C 0.40 -0.25 -0.31 0.00
H 0.57 -2.13 -1.50 0.27
Na 0.26 -2.63 1.52 0.99
O -1.08 1.64 -0.28 -0.66
C 0.04 1.04 0.31 -0.15
H -0.08 0.91 1.40 0.19
H -1.76 0.97 -0.44 0.48
H 0.89 1.72 0.16 0.24
```

## Properties
HOMO   -14.41 eV
Total charge   +1
HOMO-LUMO gap   0.3413 Ha
E_LUMO   -5.1 eV



# 5
Molecular formula: C2H8NOS
Method: DFT, ωB97M-V with the def2-TZVPD basis set

Geometry as XYZ:
```
13
Properties=species:S:1:pos:R:3:nbo_charge:R:1
S -1.80 0.24 0.35 -1.05
H -3.06 0.57 0.45 0.10
C 1.21 0.62 -0.41 -0.08
O 1.04 1.44 0.74 -0.79
C 1.22 -0.92 0.00 -0.25
N 0.50 -1.58 -1.12 -0.88
H 0.29 0.74 -1.00 0.20
H 2.09 1.00 -0.95 0.16
H 0.15 1.25 1.13 0.50
H 2.23 -1.33 0.19 0.16
H 0.65 -0.97 0.94 0.19
H -0.48 -1.24 -1.11 0.40
H 0.45 -2.57 -0.95 0.33
```

## Properties
HOMO   -3.20 eV
Total charge   -1
HOMO-LUMO gap   0.2716 Ha
E_LUMO   4.2 eV



# 6
Molecular formula: C2H4F3N
Method: DFT, ωB97M-V with the def2-TZVPD basis set

Geometry as XYZ:
```
10
Properties=species:S:1:pos:R:3:nbo_charge:R:1
C -1.13 0.18 0.27 -0.66
C 0.11 -0.45 -0.34 0.27
N 1.23 0.22 0.41 0.39
F 0.28 -1.80 0.07 -0.38
F 2.34 -0.18 -0.26 -0.22
F 1.14 1.52 -0.02 -0.32
H -1.91 -0.35 -0.26 0.22
H -1.23 0.19 1.39 0.25
H -1.23 1.19 0.06 0.24
H 0.40 -0.51 -1.33 0.21
```

## Properties
HOMO (spin up / spin down)   -4.74 / -12.84 eV
Total charge   0
HOMO-LUMO gap (spin up / spin down)   0.2147 / 0.3605 Ha
Expectation value of S²   2.01
2S+1   3
E_LUMO (spin up / spin down)   1.1 / -3.0 eV



# 7
Molecular formula: C19H33B4CaF19N6O3S
Method: DFT, ωB97M-V with the def2-TZVPD basis set

Geometry as XYZ:
```
86
Properties=species:S:1:pos:R:3:lowdin_charge:R:1
Ca 3.50 -2.61 -1.11 1.78
C -7.15 -4.02 -2.30 -0.07
C -6.06 -3.14 -2.98 -0.13
N -6.23 -1.68 -2.75 -0.02
C -7.38 -0.90 -2.80 0.01
C -7.05 0.43 -2.48 0.00
N -5.73 0.45 -2.20 -0.11
C -5.26 -0.83 -2.28 0.03
C -4.92 1.60 -1.86 0.02
H -7.10 -3.76 -1.24 0.08
H -7.02 -5.09 -2.47 0.09
H -8.13 -3.97 -2.78 0.07
H -6.08 -3.40 -4.04 0.13
H -5.09 -3.49 -2.64 0.13
H -8.32 -1.28 -3.16 0.13
H -7.62 1.35 -2.49 0.14
H -4.24 -1.17 -2.17 0.18
H -3.84 1.44 -1.87 0.11
H -5.12 1.86 -0.83 0.10
H -5.17 2.39 -2.57 0.11
C 2.56 9.34 1.63 -0.05
C 2.04 8.83 0.26 -0.17
N 2.94 7.84 -0.29 -0.08
C 4.19 8.19 -0.78 0.00
C 4.94 7.04 -1.09 0.03
N 4.11 6.04 -0.73 -0.13
C 2.92 6.47 -0.17 0.06
C 4.51 4.67 -0.81 0.02
H 1.92 10.09 2.08 0.08
H 3.47 9.93 1.48 0.07
H 2.77 8.50 2.29 0.09
H 1.90 9.57 -0.53 0.13
H 1.11 8.27 0.35 0.13
H 4.49 9.23 -0.87 0.13
H 5.92 6.84 -1.51 0.15
H 2.16 5.85 0.29 0.17
H 5.59 4.77 -0.87 0.11
H 4.11 4.16 -1.69 0.12
H 4.28 4.22 0.15 0.12
C 0.85 -2.30 6.44 -0.04
C -0.38 -1.38 6.48 -0.19
N -1.58 -1.95 5.98 -0.04
C -2.35 -2.92 6.56 -0.01
C -3.46 -3.05 5.82 -0.03
N -3.45 -2.18 4.77 -0.09
C -2.32 -1.45 4.92 0.07
C -4.43 -2.15 3.73 0.00
H 1.80 -1.79 6.63 0.09
H 0.90 -2.64 5.41 0.09
H 0.72 -3.18 7.05 0.08
H -0.20 -0.42 5.98 0.14
H -0.54 -1.21 7.54 0.13
H -2.13 -3.29 7.55 0.15
H -4.23 -3.80 5.87 0.15
H -1.95 -0.73 4.19 0.17
H -4.39 -3.05 3.12 0.11
H -4.27 -1.42 2.94 0.11
H -5.43 -2.09 4.16 0.11
B 3.24 -6.71 -0.04 -1.48
F 3.13 -7.88 -0.73 0.13
F 4.14 -6.00 -0.73 0.14
F 2.13 -5.96 -0.04 0.15
F 3.62 -6.98 1.27 0.10
B 6.14 -1.16 1.78 -1.46
F 5.39 -2.30 1.73 0.12
F 5.64 -0.38 2.77 0.14
F 7.42 -1.48 2.13 0.13
F 6.11 -0.60 0.53 0.12
B 6.12 -1.63 -4.20 -1.38
F 7.26 -0.91 -3.95 0.12
F 5.06 -0.90 -3.81 0.12
F 6.03 -1.92 -5.62 0.03
F 6.15 -2.80 -3.53 0.15
B 0.77 -0.33 0.75 -1.36
F 1.38 -1.47 1.28 0.08
F 0.76 0.71 1.68 0.09
F 1.47 -0.09 -0.42 0.11
F -0.55 -0.61 0.65 0.13
C 0.87 -2.88 -6.98 -0.66
F 1.46 -4.04 -7.13 0.15
F 1.69 -1.87 -7.05 0.16
F -0.12 -2.76 -7.93 0.08
S 0.03 -2.99 -5.20 0.45
O 1.16 -3.18 -4.26 -0.40
O -0.72 -1.78 -4.98 -0.38
O -0.86 -4.13 -5.24 -0.37
```

## Properties
HOMO   -7.15 eV
Total charge   0
HOMO-LUMO gap   0.2026 Ha
E_LUMO   -1.6 eV